# 1
The following is a quantum chemistry calculation of a 2-piece molecular cluster, C13H7Cl2N4O7S overall in a non-equilibrium geometry, from the OMol25 dataset.

Output
**Maximum force**: 3.9 eV/Å
**Net charge**: -1
**Total energy**: -69757.89402 eV
**2S+1**: 1
**Kohn-Sham gap**: 2.37 eV

Last columns: bonded neighbours and bond lengths (Å).
CARTESIAN COORDINATES (ANGSTROEM)
1 Cl 8.492 0.893 -1.524  C2 1.726
2 C 6.828 0.622 -1.157  Cl1 1.726, C3 1.385, C12 1.384
3 C 5.842 1.176 -1.956  C2 1.385, C4 1.380, H13 1.077
4 C 4.512 0.944 -1.667  C3 1.380, C5 1.379, H14 1.079
5 C 4.170 0.155 -0.588  C4 1.379, S6 1.799, C11 1.377
6 S 2.448 -0.212 -0.221  C5 1.799, C7 1.787, O9 1.507, O10 1.508
7 C 2.010 1.008 1.010  S6 1.787, Cl8 1.705, H15 1.066
8 Cl 0.356 1.266 1.332  C7 1.705
9 O 1.701 0.102 -1.491  S6 1.507
10 O 2.436 -1.530 0.511  S6 1.508
11 C 5.148 -0.396 0.208  C5 1.377, C12 1.379, H16 1.079
12 C 6.479 -0.167 -0.075  C2 1.384, C11 1.379, H17 1.076
13 H 6.134 1.771 -2.804  C3 1.077
14 H 3.728 1.347 -2.291  C4 1.079
15 H 2.749 1.542 1.563  C7 1.066
16 H 4.852 -1.029 1.031  C11 1.079
17 H 7.258 -0.605 0.525  C12 1.076
18 O -6.386 -3.252 0.191  N19 1.233
19 N -6.124 -2.227 -0.443  O18 1.233, O20 1.232, C21 1.448
20 O -6.633 -1.969 -1.535  N19 1.232
21 C -5.180 -1.279 0.110  N19 1.448, C22 1.364, C32 1.417
22 C -4.882 -0.133 -0.568  C21 1.364, C23 1.411, H33 1.081
23 C -3.962 0.804 -0.051  C22 1.411, N24 1.454, C27 1.367
24 N -3.676 2.013 -0.806  C23 1.454, O25 1.232, O26 1.233
25 O -4.554 2.471 -1.539  N24 1.232
26 O -2.567 2.538 -0.680  N24 1.233
27 C -3.339 0.598 1.148  C23 1.367, C28 1.406, H34 1.078
28 C -3.641 -0.573 1.866  C27 1.406, N29 1.337, C32 1.397
29 N -3.216 -1.044 3.043  C28 1.337, O30 1.323
30 O -3.822 -2.200 3.253  N29 1.323, N31 1.325
31 N -4.628 -2.498 2.244  O30 1.325, C32 1.333
32 C -4.547 -1.507 1.357  C21 1.417, C28 1.397, N31 1.333
33 H -5.362 0.061 -1.517  C22 1.081
34 H -2.625 1.313 1.524  C27 1.078

Charges per atom according to Mulliken partitioning, unit e:
1. Cl -0.24
2. C 0.36
3. C -0.54
4. C -0.21
5. C -0.14
6. S 0.85
7. C -0.67
8. Cl -0.21
9. O -0.65
10. O -0.64
11. C -0.33
12. C -0.55
13. H 0.40
14. H 0.45
15. H 0.39
16. H 0.39
17. H 0.39
18. O -0.56
19. N 0.96
20. O -0.61
21. C -0.72
22. C -0.22
23. C 0.02
24. N 0.88
25. O -0.58
26. O -0.50
27. C -0.57
28. C 0.55
29. N -0.53
30. O -0.01
31. N -0.50
32. C 1.30
33. H 0.58
34. H 0.46

---

# 2
The following is a quantum chemistry calculation of a 2-piece molecular cluster, C4H10O2 overall in a non-equilibrium geometry, from the OMol25 dataset.

Output
**Maximum force**: 1.5 eV/Å
**Total energy**: -8402.10719 eV
**2S+1**: 1
**Kohn-Sham gap**: 9.45 eV

Last columns: bonded neighbours and bond lengths (Å).
CARTESIAN COORDINATES (ANGSTROEM)
1 C -0.437 0.663 1.647  C2 1.329, H7 1.087, H8 1.088
2 C -0.220 0.125 0.450  C1 1.329, C3 1.512, C5 1.516
3 C -0.328 0.981 -0.792  C2 1.512, O4 1.428, H9 1.097, H10 1.095
4 O 0.351 0.466 -1.938  C3 1.428, H11 0.966
5 C -0.247 -1.375 0.234  C2 1.516, O6 1.407, H12 1.094, H13 1.101
6 O 0.645 -1.953 -0.689  C5 1.407, H14 0.968
7 H -0.510 1.739 1.781  C1 1.087
8 H -0.421 0.052 2.547  C1 1.088
9 H -0.013 2.014 -0.603  C3 1.097
10 H -1.408 0.979 -0.972  C3 1.095
11 H -0.162 0.717 -2.717  O4 0.966
12 H -0.104 -1.897 1.184  C5 1.094
13 H -1.293 -1.524 -0.074  C5 1.101
14 H 0.712 -1.333 -1.430  O6 0.968
15 H 1.560 0.323 0.992  H16 0.750
16 H 1.875 0.024 0.380  H15 0.750

Charges per atom according to Mulliken partitioning, unit e:
1. C -0.96
2. C 0.48
3. C -0.53
4. O -0.53
5. C -0.52
6. O -0.54
7. H 0.28
8. H 0.29
9. H 0.26
10. H 0.36
11. H 0.32
12. H 0.33
13. H 0.26
14. H 0.39
15. H 0.15
16. H -0.04

---

# 3
The following is a quantum chemistry calculation of a 11-piece molecular cluster, C16H54N12O11 overall in a non-equilibrium geometry, from the OMol25 dataset.

Output
**Maximum force**: 5.2 eV/Å
**Total energy**: -57875.74107 eV
**2S+1**: 1
**Kohn-Sham gap**: 9.60 eV

Last columns: bonded neighbours and bond lengths (Å).
CARTESIAN COORDINATES (ANGSTROEM)
1 N -1.108 -1.150 -4.428  C2 1.338, H5 0.993, H6 1.012
2 C -2.224 -1.886 -4.356  N1 1.338, N3 1.415, O4 1.209
3 N -1.971 -3.075 -3.633  C2 1.415, H7 1.025, H8 0.997
4 O -3.292 -1.567 -4.825  C2 1.209
5 H -0.214 -1.508 -4.187  N1 0.993
6 H -1.037 -0.512 -5.210  N1 1.012
7 H -1.235 -2.909 -2.940  N3 1.025
8 H -2.777 -3.515 -3.244  N3 0.997
9 N -0.932 -0.903 4.604  C10 1.366, H13 1.026, H14 0.987
10 C -1.035 -1.833 3.610  N9 1.366, N11 1.429, O12 1.219
11 N -1.864 -2.962 3.893  C10 1.429, H15 1.006, H16 1.034
12 O -0.464 -1.717 2.538  C10 1.219
13 H -0.181 -0.205 4.560  N9 1.026
14 H -1.408 -1.044 5.457  N9 0.987
15 H -2.619 -2.833 4.546  N11 1.006
16 H -1.975 -3.567 3.062  N11 1.034
17 N 0.537 4.654 -0.198  C18 1.345, H21 1.022, H22 0.993
18 C 0.709 4.063 0.998  N17 1.345, N19 1.296, O20 1.199
19 N 1.958 3.821 1.243  C18 1.296, H23 1.012, H24 1.030
20 O -0.230 3.846 1.712  C18 1.199
21 H -0.419 4.679 -0.558  N17 1.022
22 H 1.236 4.598 -0.902  N17 0.993
23 H 2.162 3.233 2.041  N19 1.012
24 H 2.755 3.767 0.594  N19 1.030
25 N 1.782 -2.982 -0.334  C26 1.490, H29 1.043, H30 1.040
26 C 1.988 -4.300 0.330  N25 1.490, N27 1.395, O28 1.246
27 N 0.777 -4.972 0.500  C26 1.395, H31 1.023, H32 0.994
28 O 3.153 -4.705 0.512  C26 1.246
29 H 1.087 -2.305 0.049  N25 1.043
30 H 2.644 -2.470 -0.610  N25 1.040
31 H 0.916 -5.557 1.328  N27 1.023
32 H -0.065 -4.443 0.495  N27 0.994
33 N -3.332 -4.026 1.132  C34 1.402, H37 0.987, H38 1.035
34 C -2.714 -3.011 0.388  N33 1.402, N35 1.361, O36 1.244
35 N -3.191 -1.746 0.542  C34 1.361, H39 1.020, H40 1.009
36 O -1.775 -3.372 -0.344  C34 1.244
37 H -3.001 -4.924 0.888  N33 0.987
38 H -4.348 -4.035 1.331  N33 1.035
39 H -2.711 -0.947 0.125  N35 1.020
40 H -3.577 -1.449 1.426  N35 1.009
41 N 0.420 2.803 4.492  C42 1.363, H45 1.054, H46 1.003
42 C 1.067 1.630 4.244  N41 1.363, N43 1.368, O44 1.256
43 N 1.469 1.289 2.982  C42 1.368, H47 1.052, H48 1.047
44 O 1.366 0.926 5.240  C42 1.256
45 H -0.117 3.290 3.726  N41 1.054
46 H 0.081 2.937 5.426  N41 1.003
47 H 1.638 0.255 2.886  N43 1.052
48 H 0.850 1.547 2.178  N43 1.047
49 C -4.064 2.694 3.067  C50 1.489, H52 1.110, H53 1.058, H54 1.096
50 C -4.715 1.367 2.889  C49 1.489, O51 1.405, H55 1.147, H56 1.084
51 O -3.889 0.231 2.939  C50 1.405, H57 0.983
52 H -4.744 3.516 2.760  C49 1.110
53 H -3.239 2.819 2.416  C49 1.058
54 H -3.735 2.923 4.088  C49 1.096
55 H -5.148 1.326 1.828  C50 1.147
56 H -5.551 1.154 3.545  C50 1.084
57 H -3.439 0.045 3.793  O51 0.983
58 C 5.432 1.728 -0.351  C59 1.557, H61 1.122, H62 1.075, H63 1.121
59 C 5.406 1.287 1.143  C58 1.557, O60 1.424, H64 1.112, H65 1.111
60 O 4.430 2.016 1.880  C59 1.424, H66 0.961
61 H 4.383 1.802 -0.743  C58 1.122
62 H 6.096 1.099 -0.916  C58 1.075
63 H 5.795 2.788 -0.368  C58 1.121
64 H 6.386 1.489 1.627  C59 1.112
65 H 5.148 0.206 1.144  C59 1.111
66 H 3.638 1.568 2.191  O60 0.961
67 C 3.329 -4.644 -4.225  C68 1.516, H70 1.045, H71 1.068, H72 1.084
68 C 3.088 -3.158 -4.401  C67 1.516, O69 1.477, H73 1.043, H74 1.130
69 O 1.909 -2.643 -3.676  C68 1.477, H75 0.959
70 H 3.350 -4.682 -3.181  C67 1.045
71 H 4.303 -4.951 -4.540  C67 1.068
72 H 2.539 -5.205 -4.710  C67 1.084
73 H 2.883 -2.923 -5.396  C68 1.043
74 H 4.012 -2.604 -4.059  C68 1.130
75 H 2.077 -2.870 -2.760  O69 0.959
76 C 0.285 3.600 -4.146  C77 1.485, H79 1.072, H80 1.032, H81 1.105
77 C -1.065 3.702 -3.537  C76 1.485, O78 1.443, H82 1.105, H83 1.115
78 O -1.292 4.879 -2.733  C77 1.443, H84 0.952
79 H 0.419 4.225 -5.006  C76 1.072
80 H 0.556 2.654 -4.455  C76 1.032
81 H 1.039 3.980 -3.432  C76 1.105
82 H -1.216 2.797 -2.919  C77 1.105
83 H -1.842 3.803 -4.330  C77 1.115
84 H -1.399 5.497 -3.448  O78 0.952
85 C -1.515 0.686 -1.412  C86 1.549, H88 1.061, H89 1.108, H90 1.105
86 C -0.944 1.272 -0.097  C85 1.549, O87 1.396, H91 1.128, H92 1.081
87 O 0.123 0.536 0.422  C86 1.396, H93 1.009
88 H -1.945 -0.283 -1.408  C85 1.061
89 H -0.736 0.583 -2.193  C85 1.108
90 H -2.296 1.348 -1.829  C85 1.105
91 H -1.782 1.414 0.645  C86 1.128
92 H -0.600 2.260 -0.372  C86 1.081
93 H -0.251 -0.234 0.957  O87 1.009

Charges per atom according to Mulliken partitioning, unit e:
1. N -0.19
2. C 0.56
3. N -0.46
4. O -0.68
5. H 0.09
6. H 0.23
7. H 0.20
8. H 0.28
9. N -0.23
10. C 0.44
11. N -0.46
12. O -0.49
13. H 0.10
14. H 0.18
15. H 0.22
16. H 0.29
17. N -0.41
18. C 0.48
19. N -0.25
20. O -0.56
21. H 0.13
22. H 0.16
23. H 0.25
24. H 0.19
25. N -0.18
26. C 0.41
27. N -0.40
28. O -0.64
29. H 0.04
30. H 0.30
31. H 0.28
32. H 0.24
33. N -0.44
34. C 0.44
35. N -0.15
36. O -0.59
37. H 0.26
38. H 0.20
39. H -0.10
40. H 0.26
41. N -0.32
42. C 0.32
43. N -0.12
44. O -0.73
45. H 0.26
46. H 0.24
47. H 0.32
48. H 0.03
49. C -0.86
50. C -0.31
51. O -0.40
52. H 0.35
53. H 0.09
54. H 0.31
55. H 0.24
56. H 0.38
57. H 0.21
58. C -0.91
59. C -0.19
60. O -0.49
61. H 0.16
62. H 0.37
63. H 0.27
64. H 0.25
65. H 0.27
66. H 0.30
67. C -0.94
68. C -0.31
69. O -0.43
70. H 0.23
71. H 0.37
72. H 0.26
73. H 0.35
74. H 0.24
75. H 0.20
76. C -1.14
77. C 0.46
78. O -0.54
79. H 0.40
80. H 0.36
81. H 0.20
82. H -0.45
83. H 0.45
84. H 0.30
85. C -1.48
86. C 1.17
87. O -0.43
88. H 0.15
89. H 0.29
90. H 0.35
91. H 0.09
92. H -0.36
93. H 0.17